# 1
Density functional theory data (ωB97M-V with the def2-TZVPD basis set) for a molecular structure, C2H2ErF in a non-equilibrium geometry.

Computed properties:
E_tot in hartree: -1191.7786
Frontier orbital gap (alpha / beta) in eV: 7.04 / 6.60
Expectation value of S²: 6.00
Largest force on an atom in hartree/bohr: 0.081
Total charge: +1
2S+1: 5

Last column: natural (NBO) charge in e.
Geometry (Å):
1 F -1.846 -0.189 -0.085  -0.490
2 H -0.616 -1.211 -0.284  0.405
3 C 0.421 -0.399 0.170  -0.948
4 C -0.397 0.593 0.401  0.123
5 H -0.489 1.601 0.000  0.245
6 Er 2.927 -0.395 -0.202  1.664

Atoms 1-2, force components in eV/Å:
F 1.415 1.943 1.000
H 2.909 1.544 1.443

=====

# 2
Density functional theory data (ωB97M-V with the def2-TZVPD basis set) for C2H2F2 in the gas phase in a non-equilibrium geometry.

Computed properties:
E_tot in hartree: -277.0359
Frontier orbital gap in eV: 10.93
Largest force on an atom in hartree/bohr: 0.092
ΔE to the lowest compared entry with this formula, charge and spin in kJ/mol: 193.7
SMILES string: F/C=C\F

Last column: natural (NBO) charge in e.
Geometry (Å):
1 F -1.456 0.522 -0.914  -0.332
2 C -0.181 0.219 -0.583  0.128
3 C 0.327 -0.145 0.585  0.114
4 F -0.245 -0.124 1.909  -0.345
5 H 0.206 0.394 -1.700  0.222
6 H 1.349 -0.867 0.702  0.213

Atoms 1-2, force components in eV/Å:
F -0.825 0.458 1.748
C -0.348 0.567 -3.670

=====

Question: Which of these has the lowest E_tot?
Answer: C2H2ErF